Model w:
Molecular formula: C5H11NO2
Method: DFT, wB97M-V/def2-TZVPD

Values from the calculation:
Net charge: 0
LUMO, eV: 0.1444
HOMO energy, eV: -9.6
Spin multiplicity: 1

Atoms and positions in Å:
C1 -1.91 1.56 -0.23
C2 -1.42 -1.38 0.24
C3 0.95 -0.58 0.25
C4 1.54 -0.78 -1.09
C5 1.54 0.57 0.97
H1 -1.78 2.22 -0.96
H2 -2.87 1.14 -0.02
H3 -1.78 2.11 0.81
H4 -1.04 -2.47 0.44
H5 1.03 -1.50 0.79
H6 0.70 -1.50 -1.37
H7 1.29 0.21 -1.71
H8 2.60 -1.41 -1.22
H9 2.82 1.01 0.02
H10 2.00 0.31 2.44
H11 0.32 1.54 1.01
N1 -0.46 -0.44 0.10
O1 -0.87 0.75 -0.65
O2 -2.70 -1.36 0.18



Model x:
Molecular formula: C5H11NO2
Method: DFT, wB97M-V/def2-TZVPD

Values from the calculation:
Net charge: 0
SMILES: C[C@H](CO)N(C)C=O
LUMO, eV: 0.6595
HOMO energy, eV: -9.5
Spin multiplicity: 1

Atoms and positions in Å:
C1 0.09 -0.85 -1.45
C2 0.43 -0.34 -0.05
C3 0.15 -1.42 1.00
O1 0.96 -2.57 0.79
N1 -0.33 0.86 0.35
C4 0.38 2.13 0.23
C5 -1.66 0.94 0.03
O2 -2.27 1.98 -0.02
H1 0.75 -1.67 -1.72
H2 0.21 -0.05 -2.19
H3 -0.95 -1.15 -1.49
H4 1.48 -0.07 0.01
H5 0.28 -1.00 1.99
H6 -0.88 -1.76 0.86
H7 1.84 -2.42 1.16
H8 0.05 2.88 0.94
H9 0.19 2.60 -0.74
H10 1.44 1.97 0.40
H11 -2.11 -0.05 -0.10



Model y:
Molecular formula: C5H11NO2
Method: DFT, wB97M-V/def2-TZVPD

Values from the calculation:
Net charge: 0
LUMO, eV: 0.8251
HOMO energy, eV: -8.5
Spin multiplicity: 1

Atoms and positions in Å:
C1 0.05 -0.48 0.41
C2 -0.19 0.74 1.29
C3 1.96 1.45 -0.78
C4 -2.17 -1.67 0.24
N1 1.20 0.23 -0.94
C5 -1.18 -0.78 -0.46
O1 0.76 -1.44 0.78
O2 -1.32 -0.39 -1.60
H1 1.77 -0.65 -0.83
H2 0.59 0.25 -1.76
H3 -0.62 1.56 0.73
H4 -0.88 0.44 2.08
H5 0.74 1.05 1.76
H6 2.61 1.64 -1.64
H7 1.29 2.30 -0.66
H8 2.59 1.37 0.11
H9 -1.64 -2.52 0.67
H10 -2.94 -2.00 -0.45
H11 -2.63 -1.12 1.06



Most stable to least stable, the ends of the list are model x and model w.



Model w:
Molecular formula: C4H11N2O
Method: DFT, wB97M-V/def2-TZVPD

Values from the calculation:
Expectation value of S²: 0.750
Net charge: 0
LUMO (spin up / spin down), eV: 0.7387 / 0.6536
HOMO energy (spin up / spin down), eV: -3.6 / -10.3
Spin multiplicity: 2

Atoms and positions in Å:
N1 1.72 1.90 1.14
C1 0.61 1.15 0.53
C2 1.02 -0.31 0.44
N2 0.09 -1.17 0.01
C3 -1.32 -0.92 -0.22
C4 -1.77 -1.35 -1.62
O1 2.17 -0.61 0.70
H1 1.86 1.62 2.14
H2 1.53 2.94 1.01
H3 2.58 1.70 0.60
H4 -0.29 1.37 1.09
H5 0.47 1.57 -0.45
H6 0.40 -2.14 0.03
H7 -1.87 -1.52 0.49
H8 -1.60 0.08 0.09
H9 -1.01 -1.95 -2.11
H10 -1.90 -0.49 -2.25
H11 -2.71 -1.88 -1.60



Model x:
Molecular formula: C4H11N2O
Method: DFT, wB97M-V/def2-TZVPD

Values from the calculation:
Expectation value of S²: 0.753
Net charge: 0
LUMO (spin up / spin down), eV: 0.8168 / 0.7885
HOMO energy (spin up / spin down), eV: -4.6 / -8.8
Spin multiplicity: 2

Atoms and positions in Å:
C1 -0.69 -2.39 1.64
C2 -1.40 -1.30 1.39
O1 -2.45 -0.98 2.22
C3 -1.18 -0.34 0.26
H1 0.10 -2.68 0.97
H2 -0.93 -2.95 2.53
H3 -2.91 -0.21 1.90
H4 -0.47 -0.78 -0.43
H5 -2.13 -0.15 -0.25
H6 -0.80 0.61 0.64
N1 0.52 1.46 -1.95
C4 1.50 1.08 -1.04
N2 2.81 1.52 -1.09
H7 0.62 2.22 -2.60
H8 -0.37 1.02 -1.83
H9 1.23 0.41 -0.25
H10 3.41 1.27 -0.33
H11 3.15 2.17 -1.78



Model y:
Molecular formula: C4H11N2O
Method: DFT, wB97M-V/def2-TZVPD

Values from the calculation:
Expectation value of S²: 0.753
Net charge: 0
LUMO (spin up / spin down), eV: 0.5850 / 0.5785
HOMO energy (spin up / spin down), eV: -4.8 / -9.3
Spin multiplicity: 2

Atoms and positions in Å:
C1 -0.20 0.46 2.50
C2 1.63 -0.97 1.71
N1 0.65 -0.09 1.47
H1 -1.26 0.39 2.21
H2 0.03 1.52 2.68
H3 -0.04 -0.05 3.46
H4 1.75 -1.37 2.70
H5 2.29 -1.29 0.91
H6 0.52 0.22 0.47
C3 -1.42 0.07 -1.32
C4 -0.01 0.04 -1.85
N2 0.11 0.04 -3.21
O1 0.96 0.00 -1.12
H7 -2.16 -0.24 -2.06
H8 -1.64 1.05 -0.90
H9 -1.53 -0.66 -0.50
H10 1.01 0.43 -3.45
H11 -0.67 0.45 -3.69



Most stable to least stable, the ends of the list are model y and model w.



Model w:
Molecular formula: BrHNO2S
Method: DFT, wB97M-V/def2-TZVPD

Values from the calculation:
Net charge: -1
LUMO, eV: 3.6191
HOMO energy, eV: -3.6
Spin multiplicity: 1

Atoms and positions in Å:
N1 0.79 -0.34 0.54
O1 -0.38 1.81 0.47
O2 -1.44 -0.23 -0.59
S1 -0.03 0.72 -0.44
Br1 2.32 -1.18 -0.16
H1 -1.26 -0.79 0.17



Model x:
Molecular formula: BrHNO2S
Method: DFT, wB97M-V/def2-TZVPD

Values from the calculation:
Net charge: -1
LUMO, eV: 3.9199
HOMO energy, eV: -4.3
Spin multiplicity: 1

Atoms and positions in Å:
N1 -0.95 -0.50 0.54
O1 -1.52 0.66 -0.11
O2 0.66 0.20 -1.43
S1 0.32 0.57 -0.04
Br1 2.54 0.46 1.12
H1 -1.06 -1.40 -0.08



Most stable to least stable, the ends of the list are model w and model x.